# 1
10
Properties=species:S:1:pos:R:3:lowdin_charge:R:1 method="wB97M-V/def2-TZVPD" total_charge=0 gap_ev=8.356
C -2.12290 0.40836 0.47550 -0.267
C -1.14200 0.18561 1.47658 -0.087
C 0.44562 -0.50042 -0.25759 -0.221
N -2.98891 0.71208 -0.22758 0.164
N 1.62242 0.14865 -0.69712 0.049
O 0.02047 -0.17866 1.15728 -0.062
H 0.59877 -1.58405 -0.24031 0.134
H 2.41666 -0.11374 -0.11882 0.088
H -0.38546 -0.23579 -0.91903 0.113
H 1.53531 1.15795 -0.64891 0.089

***

# 2
56
Properties=species:S:1:pos:R:3:lowdin_charge:R:1 method="wB97M-V/def2-TZVPD" total_charge=+1 gap_ev=3.852
C 4.69879 -1.93683 -0.00264 -0.034
C 4.67252 -1.06086 1.19323 0.081
C 3.75535 -1.04847 2.23413 -0.108
C 3.83291 0.00719 3.21613 -0.162
C 4.80699 1.12873 3.07988 -0.028
C 2.97730 0.01061 4.29300 0.023
C 2.02037 -0.98104 4.47826 -0.192
C 1.13008 -0.96820 5.67260 -0.007
C 1.91767 -1.99058 3.52652 0.022
C 2.73298 -2.05042 2.41912 -0.137
C 2.53768 -3.20214 1.49546 -0.024
H 5.45108 -1.60993 -0.72355 0.098
H 4.93595 -2.97151 0.24698 0.106
H 3.74605 -1.92034 -0.53150 0.085
H 5.48069 -0.35059 1.25947 0.119
H 4.70224 1.83838 3.90073 0.093
H 5.83697 0.77200 3.09766 0.100
H 4.64701 1.68453 2.15510 0.104
H 3.04773 0.80558 5.01551 0.133
H 0.45100 -1.82233 5.66480 0.091
H 1.71085 -1.01648 6.59566 0.107
H 0.52289 -0.06183 5.70081 0.106
H 1.18309 -2.76364 3.67571 0.127
H 1.73326 -3.84910 1.84908 0.097
H 2.25731 -2.87570 0.49413 0.071
H 3.43473 -3.81851 1.43719 0.100
H 1.81250 -0.73015 -1.84622 0.090
C 1.08484 -0.70720 -2.66591 -0.172
H 0.21558 -0.14356 -2.30737 0.115
C 1.68729 -0.00522 -3.83919 -0.078
C 1.86387 -0.61338 -5.00605 -0.062
N 1.48749 -1.96079 -5.21125 -0.043
C 2.01802 -2.67671 -6.34766 -0.228
C 3.35583 -3.05564 -6.34614 -0.015
C 3.88899 -3.73735 -7.41425 -0.039
C 3.10247 -4.05447 -8.51286 -0.279
C 3.69564 -4.79211 -9.65837 -0.050
C 1.76553 -3.67274 -8.51550 -0.031
C 1.22571 -2.99369 -7.44576 -0.004
C 0.87054 -2.65457 -4.17091 0.036
C 0.65729 -2.11272 -2.95684 -0.154
C 0.04481 -2.93496 -1.91564 -0.520
N -0.15123 -2.39293 -0.66919 0.161
O -0.27702 -4.09005 -2.17017 0.033
H 1.99841 1.02244 -3.72555 0.100
H 2.31104 -0.09750 -5.83770 0.126
H 3.96026 -2.81087 -5.48954 0.115
H 4.92425 -4.03528 -7.40681 0.116
H 2.96375 -4.96249 -10.44659 0.079
H 4.52598 -4.23463 -10.09017 0.087
H 4.07394 -5.76282 -9.34001 0.087
H 1.15049 -3.91507 -9.36619 0.113
H 0.19157 -2.69410 -7.44385 0.118
H 0.58488 -3.67753 -4.33703 0.143
H 0.15103 -1.46765 -0.40367 0.083
H -0.54519 -2.94532 0.07006 0.103

***

# 3
42
Properties=species:S:1:pos:R:3:lowdin_charge:R:1 method="wB97M-V/def2-TZVPD" total_charge=-1 spin_multiplicity=2 gap_ev="7.496 / 7.059"
Ru -0.45068 -0.25192 -0.31330 0.886
F 0.71346 2.74383 4.09047 0.043
C 0.18145 2.67934 2.84624 -0.276
C 0.26194 1.50320 2.13553 -0.048
C -0.28330 1.43409 0.85356 -0.270
C -0.90952 2.58829 0.32670 -0.153
C -0.96170 3.74741 1.09766 -0.217
F -1.56847 4.86882 0.62307 0.038
C -0.42428 3.82734 2.36075 0.041
C -1.47464 2.42690 -1.00364 -0.194
C -2.02292 3.42990 -1.81234 0.001
C -2.44199 3.12389 -3.08725 -0.067
C -2.31803 1.82174 -3.56186 -0.062
C -1.78276 0.87262 -2.72214 -0.118
N -1.38177 1.16225 -1.47868 -0.077
H 0.74673 0.64428 2.58121 0.096
H -0.48215 4.73459 2.94307 0.121
H -2.09808 4.43545 -1.43484 0.102
H -2.85764 3.90078 -3.71698 0.103
H -2.63373 1.54148 -4.55639 0.100
H -1.67703 -0.16374 -3.01343 0.085
Br -2.65453 -0.65849 0.76351 -0.029
S 3.62354 -1.64452 1.61480 0.450
C 2.09178 -1.41526 1.12127 -0.957
N 0.99288 -1.24282 0.76108 -0.066
N -1.06723 -2.84285 -2.23452 -0.051
C -0.89048 -1.93588 -1.53134 -0.484
C 5.26507 1.89028 -0.19950 -0.124
C 3.95619 2.36205 -0.82418 -0.233
C 3.10009 1.23098 -1.29756 -0.593
N 1.82148 1.25417 -1.28517 0.031
N 1.22954 0.08001 -1.70647 -0.107
C 2.12127 -0.81386 -2.08397 -0.693
N 1.84367 -2.01758 -2.61509 0.119
S 3.75438 -0.26926 -1.90413 1.074
H 5.85725 2.74351 0.13080 0.070
H 5.87064 1.32796 -0.91375 0.056
H 5.07161 1.24360 0.65767 0.064
H 4.14701 3.04579 -1.65640 0.110
H 3.35582 2.90650 -0.09416 0.115
H 0.88828 -2.36275 -2.48740 0.017
H 2.56862 -2.71260 -2.55084 0.098

***

# 4
99
Properties=species:S:1:pos:R:3:lowdin_charge:R:1 method="wB97M-V/def2-TZVPD" total_charge=+1 gap_ev="4.145 / 4.533"
C -0.30655 -3.46931 -0.40212 -0.306
C -0.73293 -2.05915 -2.20745 -0.267
C -0.35141 -4.59648 -1.24031 -0.013
C -0.44488 -3.10497 -3.12386 -0.002
C -0.38397 -4.41133 -2.62051 -0.039
H -0.28361 -5.58211 -0.81137 0.114
H -0.20102 -2.83970 -4.15174 0.116
H -0.29471 -5.27100 -3.29311 0.120
N -0.45743 -2.25345 -0.92155 0.069
P 0.35835 -2.20432 2.19408 0.937
P -0.43620 1.16356 -2.54174 1.214
C -0.25055 -3.57544 1.11796 -0.266
H -1.27648 -3.69324 1.47921 0.077
H 0.28213 -4.48319 1.39524 0.065
C -1.43417 -0.77731 -2.61139 -0.132
H -1.33347 -0.73945 -3.68969 0.091
C -1.45133 2.22530 -3.71203 -0.594
C 1.35752 1.95557 -2.35661 -0.606
C -0.89257 -1.83530 3.61360 -0.685
C 2.02062 -2.91408 2.72798 -0.701
C -2.13888 3.24225 -2.77831 -0.080
H -1.44230 3.91158 -2.26303 0.077
H -2.82321 3.84070 -3.38125 0.097
H -2.74153 2.77460 -1.99232 0.057
C -0.75508 3.00440 -4.81921 -0.111
H -0.10845 3.84080 -4.55154 0.075
H -0.23795 2.33811 -5.51614 0.086
H -1.59240 3.46071 -5.37192 0.099
C -2.50645 1.44471 -4.54121 -0.067
H -3.35370 2.11612 -4.70872 0.100
H -2.11827 1.19602 -5.53660 0.093
H -2.89738 0.51722 -4.13703 0.040
C 1.11314 3.42502 -2.05386 -0.093
H 0.62475 3.56260 -1.08178 0.070
H 2.08824 3.93360 -2.02470 0.108
H 0.52081 3.91710 -2.83108 0.047
C 2.21360 1.34693 -1.23411 -0.184
H 1.77238 1.57646 -0.25237 -0.036
H 2.33119 0.26099 -1.34379 0.060
H 3.22066 1.79822 -1.23271 0.088
C 2.10301 1.80068 -3.69245 -0.080
H 1.63353 2.36817 -4.50312 0.058
H 3.12445 2.19876 -3.58379 0.100
H 2.18482 0.74851 -3.99435 0.089
C 2.71963 -1.93169 3.67917 -0.095
H 3.66384 -2.39175 4.01036 0.095
H 2.95417 -0.97707 3.19378 0.043
H 2.11784 -1.73712 4.57989 0.071
C 2.84721 -3.12148 1.44825 -0.098
H 2.34233 -3.80030 0.75248 0.073
H 3.06285 -2.18174 0.93050 0.028
H 3.80164 -3.58959 1.71803 0.096
C 1.91840 -4.26303 3.45913 -0.090
H 2.94961 -4.58980 3.66259 0.092
H 1.39820 -4.18991 4.42090 0.067
H 1.45042 -5.05494 2.86659 0.073
C -2.29544 -1.87712 2.98616 -0.122
H -2.63354 -2.89594 2.75678 0.082
H -3.01799 -1.44045 3.69315 0.101
H -2.33139 -1.26833 2.07483 0.033
C -0.66197 -0.39569 4.13251 -0.113
H -0.79905 0.35247 3.33538 0.035
H -1.40954 -0.18338 4.91486 0.094
H 0.33739 -0.25190 4.56527 0.072
C -0.86628 -2.81395 4.79643 -0.097
H -1.00194 -3.85734 4.48403 0.085
H 0.03320 -2.73539 5.42020 0.075
H -1.72135 -2.56497 5.44590 0.091
Hg 0.14812 -0.18333 0.72549 0.729
C 4.38679 0.02092 1.03804 0.051
O 5.20784 0.77168 0.76071 0.051
N -1.62969 1.07448 -1.35834 -0.105
C -2.23266 -0.01741 -1.78094 -0.364
C -3.78183 -0.23114 -1.24185 -0.480
C -4.58929 -0.54879 -2.46703 -0.071
C -3.88810 -1.45834 -0.36419 -0.047
C -4.43427 1.00066 -0.57738 -0.044
H -4.77758 0.36243 -3.02149 0.079
H -4.03008 -1.24735 -3.07100 0.086
H -5.55725 -0.99612 -2.25311 0.098
H -3.55943 -1.29812 0.65976 0.052
H -4.90102 -1.87523 -0.26434 0.100
H -3.28426 -2.25338 -0.79480 0.080
H -5.44995 0.77247 -0.20055 0.102
H -3.89586 1.43053 0.25908 0.080
H -4.61080 1.82465 -1.27208 0.071
N -0.12820 2.84177 1.41796 0.131
C 0.95187 3.19743 1.71754 -0.214
C 2.26846 3.60788 2.09933 -0.235
C 3.15930 2.64689 2.60115 -0.055
C 4.44157 3.03106 2.97800 -0.079
C 4.86023 4.35265 2.77425 -0.061
C 3.98478 5.29998 2.23154 -0.063
C 2.67392 4.93726 1.92053 -0.025
H 2.81647 1.61268 2.70285 0.094
H 5.12130 2.30038 3.42942 0.114
H 5.88310 4.64078 3.03466 0.114
H 4.32323 6.32143 2.04702 0.113
H 1.96273 5.66272 1.52337 0.123